Entry from the Open Molecules 2025 dataset: a molecular structure, C43H108BeN7O14 at a distorted geometry (ωB97M-V/def2-TZVPD).

Last column: Mulliken charge in e.
Geometry (Å):
Be  -5.371456  -1.020741  0.653571  1.242
C  -8.981099  -3.951862  1.952132  0.262
C  -8.247737  -3.691928  0.627514  0.404
C  -9.303243  -2.963363  -0.253971  -1.135
O  -7.045193  -3.020317  0.650765  0.152
H  -8.367395  -4.469273  2.689525  -1.004
H  -9.875081  -4.566510  1.846694  0.390
H  -9.355707  -3.070125  2.472044  0.065
H  -8.201126  -4.630778  0.075717  -0.211
H  -10.262176  -3.473410  -0.345655  0.380
H  -8.944121  -2.677138  -1.242510  -0.065
H  -9.647622  -2.053973  0.238492  0.072
C  -8.165743  0.739173  -0.147337  -0.939
O  -7.166409  -0.065867  -0.721146  0.325
C  -6.783528  0.314847  -2.008954  -0.972
C  -5.936736  -0.895403  -2.534864  -0.817
N  -4.655486  -1.031948  -1.860350  -0.021
C  -3.858837  -2.019392  -2.462618  -1.159
C  -4.202852  -3.403334  -1.912269  -0.458
O  -3.818711  -3.439904  -0.570798  0.090
C  -3.959617  -4.722649  -0.060975  -0.260
H  -8.605005  0.097616  0.616571  0.139
H  -8.905949  0.983610  -0.909202  0.456
H  -7.734962  1.597621  0.368031  0.159
H  -6.397959  1.320648  -2.175669  0.471
H  -7.562910  0.326687  -2.770871  0.442
H  -5.731851  -0.716152  -3.590321  0.655
H  -6.576136  -1.771393  -2.425755  0.128
H  -4.224532  -0.119468  -1.818356  0.330
H  -2.814519  -1.879716  -2.183351  0.399
H  -3.866989  -1.991784  -3.552239  0.426
H  -3.673652  -4.185296  -2.456872  0.509
H  -5.265979  -3.618544  -2.019758  0.220
H  -5.019986  -4.846353  0.159020  0.187
H  -3.466893  -4.787779  0.909121  -0.470
H  -3.417752  -5.496575  -0.604591  0.436
C  -11.716791  -2.197319  3.714076  -0.294
O  -13.153605  -2.331452  3.904553  -0.387
C  -14.010601  -1.474875  3.085218  -1.035
C  -13.877090  -1.316605  1.546381  -0.191
N  -12.944589  -0.254974  1.062494  -0.124
C  -13.079631  0.179130  -0.310713  -0.713
C  -14.527035  0.361810  -0.884658  -0.751
O  -15.277343  -0.802017  -0.973348  -0.247
C  -16.238946  -0.905332  -2.037142  -0.815
H  -11.426860  -1.166940  3.919887  0.244
H  -11.478524  -2.350674  2.661544  0.046
H  -11.132300  -2.891128  4.318316  0.253
H  -13.871984  -0.450356  3.430541  0.394
H  -15.030539  -1.543468  3.463537  0.431
H  -14.919272  -1.218487  1.242521  0.396
H  -13.596543  -2.283945  1.129662  0.146
H  -12.712340  0.436458  1.761121  0.270
H  -12.662060  -0.649591  -0.882512  0.194
H  -12.423842  0.961928  -0.691851  0.521
H  -14.298582  0.700409  -1.895235  0.482
H  -15.071591  1.240418  -0.538804  0.358
H  -16.842283  -1.810285  -1.965391  0.236
H  -15.600543  -1.077755  -2.903634  0.332
H  -16.901844  -0.047807  -2.152543  0.315
C  -12.004148  -10.556671  1.966872  -0.763
O  -11.882377  -9.476641  1.089532  -0.302
C  -11.944682  -8.177692  1.615574  -0.202
C  -11.970842  -7.027569  0.549235  -0.449
N  -12.994211  -7.349990  -0.428798  -0.358
C  -13.101448  -6.450798  -1.588613  0.167
C  -14.002692  -6.980987  -2.731443  -0.847
O  -13.486383  -8.233649  -3.117592  -0.349
C  -12.749934  -8.269600  -4.262675  -0.370
H  -11.136569  -10.754336  2.596431  0.221
H  -12.134109  -11.478647  1.400168  0.272
H  -12.909517  -10.448441  2.564114  0.354
H  -11.071836  -8.021299  2.249438  0.071
H  -12.806642  -7.995110  2.257282  0.406
H  -10.945617  -6.840394  0.229887  0.143
H  -12.315951  -6.038872  0.851690  0.258
H  -12.854942  -8.325622  -0.649821  0.360
H  -12.104146  -6.379114  -2.022588  -0.270
H  -13.392732  -5.477321  -1.194154  0.401
H  -14.219040  -6.233173  -3.494373  0.401
H  -14.918993  -6.968100  -2.141250  0.387
H  -13.408366  -8.139249  -5.121500  0.359
H  -12.120363  -9.149069  -4.397851  0.269
H  -12.115033  -7.387792  -4.348779  -0.025
C  -1.942933  -1.295134  0.429891  -1.040
O  -3.051382  -1.445550  1.297413  -0.115
C  -2.729751  -2.362201  2.275500  -0.984
C  -3.785391  -2.500861  3.427315  -0.452
N  -5.106023  -2.442462  2.876158  1.696
C  -6.107295  -2.000984  3.837938  0.244
C  -6.226401  -0.509643  3.897298  -0.982
O  -6.262818  0.138170  2.615508  -0.233
C  -6.513808  1.518782  2.848117  -1.055
H  -1.896512  -2.229498  -0.129483  0.302
H  -1.007060  -0.982637  0.893132  0.409
H  -1.959971  -0.473381  -0.286025  0.268
H  -1.785658  -2.075047  2.738459  0.705
H  -2.468359  -3.332296  1.852760  0.154
H  -3.699788  -1.712272  4.174908  0.576
H  -3.587612  -3.507979  3.794341  -0.320
H  -5.491615  -3.325259  2.572713  -0.950
H  -5.836340  -2.449247  4.793833  0.364
H  -7.140998  -2.210844  3.563141  -0.633
H  -5.309843  -0.076038  4.297313  0.562
H  -7.149460  -0.245553  4.413366  0.500
H  -5.886221  1.891349  3.657704  0.383
H  -7.569124  1.646322  3.089250  0.402
H  -6.287179  2.178729  2.010732  0.292
C  -8.369706  -7.502501  -4.279579  -0.813
O  -8.140195  -6.101740  -4.085295  -0.281
C  -9.348148  -5.338652  -3.896052  -0.338
C  -9.026254  -3.934262  -4.300746  -0.187
N  -8.938034  -3.743148  -5.799533  -0.329
C  -8.698799  -2.356412  -6.269515  -0.230
C  -8.953992  -2.050705  -7.750154  -0.784
O  -8.716359  -0.710087  -8.137185  -0.347
C  -9.811652  0.284416  -8.150474  -0.594
H  -9.154049  -7.940152  -3.662027  0.290
H  -7.489068  -8.110010  -4.070971  0.239
H  -8.692752  -7.632724  -5.312430  0.334
H  -9.809624  -5.275266  -2.910595  0.105
H  -10.225902  -5.717763  -4.419422  0.263
H  -8.136342  -3.639973  -3.744372  -0.177
H  -9.795865  -3.282466  -3.887254  0.504
H  -8.244949  -4.427324  -6.067208  0.301
H  -7.697167  -1.963079  -6.095946  0.163
H  -9.359956  -1.774854  -5.627055  0.318
H  -9.822249  -2.609354  -8.099643  0.460
H  -8.228275  -2.673883  -8.272726  0.300
H  -10.577664  -0.139323  -8.799915  0.290
H  -9.365898  1.205545  -8.525873  0.204
H  -10.174339  0.365636  -7.125799  0.256
C  -6.914024  -9.469587  2.275008  -0.628
O  -6.164643  -8.375666  2.784216  -0.304
C  -6.428138  -7.046622  2.247432  -0.910
C  -5.479878  -6.014070  2.928035  1.037
N  -5.380193  -6.044279  4.380873  0.335
C  -4.208400  -6.802151  4.881218  -0.946
C  -2.891226  -6.015610  4.966883  -0.592
O  -2.303788  -5.915981  3.726093  -0.292
C  -1.041177  -5.274144  3.759816  -0.845
H  -7.946633  -9.160832  2.437779  0.157
H  -6.607936  -10.386936  2.777883  0.243
H  -6.831823  -9.522389  1.189395  0.304
H  -7.465677  -6.745568  2.392286  0.210
H  -6.249172  -7.090913  1.173137  0.644
H  -6.072882  -5.140435  2.657484  -1.275
H  -4.514124  -5.947677  2.426996  0.206
H  -6.229949  -6.368804  4.819858  -0.025
H  -4.044929  -7.761741  4.390740  0.329
H  -4.553403  -7.194542  5.837834  0.610
H  -2.349414  -6.663628  5.655790  0.500
H  -2.919907  -5.022905  5.416133  0.291
H  -0.290019  -5.857873  4.291914  0.347
H  -1.265304  -4.396202  4.365691  0.353
H  -0.589836  -4.932317  2.828401  0.224
C  -8.561671  -3.567551  7.894775  -1.467
C  -8.259420  -4.297838  6.574765  0.772
C  -9.099273  -5.687750  6.492641  -1.172
O  -8.604063  -6.448387  5.404294  -0.050
C  -9.370135  -7.632201  5.334136  -0.650
N  -8.850144  -3.530878  5.506694  -0.127
H  -8.420209  -2.487673  7.850658  0.375
H  -7.981448  -3.915907  8.749227  0.372
H  -9.618333  -3.806780  8.014504  0.359
H  -7.196083  -4.512542  6.468348  0.009
H  -10.160216  -5.541786  6.289682  0.436
H  -9.172427  -6.155776  7.474322  0.537
H  -9.221523  -8.063093  4.344013  -0.101
H  -10.431048  -7.382468  5.348351  0.395
H  -9.264017  -8.333156  6.162078  0.363
H  -8.641820  -4.074844  4.681589  -0.292
H  -8.527111  -2.575966  5.444277  0.208

Atomic forces in eV per Å
Be -1.28 -2.74 0.56
C 0.40 -0.25 0.69
C -1.72 1.32 -1.18
C -0.43 0.74 0.39
O 1.49 0.47 0.74
H 0.35 -0.19 -0.04
H -0.01 -0.20 -0.40
H 0.26 0.51 -0.27
H 0.72 -0.79 0.20
H 0.12 -0.67 -0.24
H 0.20 -0.20 -0.07
H 0.35 0.50 0.18
C -0.48 -0.44 0.93
O 1.23 0.19 0.33
C 0.81 -1.94 -1.96
C -0.58 1.92 -0.02
N -1.76 1.54 2.39
C 1.91 -2.01 0.28
C -0.20 0.22 -0.81
O 0.68 0.79 -0.22
C -0.13 -0.49 1.74
H -0.30 0.14 -0.03
H -0.03 0.24 0.17
H -0.13 0.33 -0.40
H 0.85 0.13 0.83
H -1.07 -0.22 0.54
H -0.18 -0.10 -0.29
H 0.27 -0.11 0.14
H 0.32 0.04 -0.37
H 0.05 0.24 0.00
H -0.39 -0.02 -0.17
H 0.18 0.03 -0.28
H -0.30 -0.03 0.11
H -0.18 -0.82 -0.42
H 0.03 0.40 0.17
H -0.56 -0.08 -0.72
C -1.40 0.65 -0.92
O 0.08 -0.06 -0.92
C 1.58 1.58 0.87
C 0.05 -0.83 0.56
N -0.14 -0.24 1.06
C -1.28 -1.82 -0.35
C 1.27 1.24 -1.47
O -1.11 -0.99 0.96
C 1.43 -0.12 -0.22
H 0.16 0.21 0.33
H 0.05 -0.19 -0.13
H -0.55 -0.04 0.22
H 0.67 0.58 0.31
H -0.04 -1.28 -0.48
H 0.11 0.60 -0.36
H 0.29 -0.09 -0.24
H -0.44 0.10 -0.15
H -0.26 -0.44 -0.44
H -0.21 0.64 0.96
H 0.11 -0.02 -0.69
H -0.28 -0.15 0.97
H 0.12 0.07 0.70
H -0.41 0.42 -0.68
H 0.18 0.18 0.11
C -0.58 -0.35 0.20
O 0.11 0.42 -1.43
C 0.09 1.55 0.82
C -0.76 -0.54 -0.19
N -0.27 -0.74 -0.42
C 1.55 -0.54 -0.21
C 0.27 0.91 2.63
O -1.47 -0.57 1.62
C 0.41 1.37 -1.91
H 0.22 0.51 0.25
H -0.02 0.22 -0.39
H 0.02 0.04 0.37
H 0.29 0.15 0.19
H -0.41 -0.54 0.07
H 0.34 -0.31 -0.88
H 0.29 -0.05 1.42
H -0.27 -0.05 -0.77
H 0.51 0.54 -0.17
H -0.21 0.17 -0.30
H 0.69 -0.19 -0.51
H -0.77 -1.49 -0.61
H -0.14 -0.46 -0.43
H -0.35 -0.16 0.47
H 0.58 0.16 0.19
C 0.59 0.03 -1.15
O -0.99 2.21 -0.81
C 0.42 -0.83 2.19
C 0.92 -0.38 -1.78
N -1.79 0.87 -1.32
C -0.55 0.62 -0.57
C 1.53 0.74 0.18
O 0.08 -0.40 -1.57
C -0.14 0.55 0.01
H 0.64 0.06 0.02
H 0.01 -0.80 0.93
H -1.38 0.13 -0.12
H 0.14 0.35 0.24
H -0.55 -0.19 -0.30
H 0.36 -0.18 0.03
H 0.02 0.12 0.76
H 0.46 -0.31 -0.78
H -0.53 0.30 0.43
H 0.35 -1.41 -0.45
H -0.24 0.16 1.00
H 0.25 0.20 0.40
H -0.08 -0.11 0.24
H -0.02 0.10 0.19
H 0.08 -0.58 -0.41
C -0.41 0.15 -0.34
O -0.98 -0.48 0.85
C -0.02 0.10 -0.54
C -0.47 1.08 -1.14
N -0.04 -0.08 0.98
C -0.33 0.10 1.03
C 0.42 -1.49 -0.08
O -0.45 0.43 0.03
C 1.09 -2.33 0.40
H -0.21 0.40 0.35
H 0.28 0.51 -0.15
H 0.12 -0.29 -0.17
H 1.00 -0.44 0.93
H 0.33 -0.31 -0.98
H 0.57 0.05 -0.15
H -0.32 0.12 -0.28
H 0.27 0.22 -0.59
H 0.42 -0.14 0.36
H -0.17 0.36 -0.11
H -1.09 0.99 0.03
H 0.67 0.38 -0.25
H -0.23 0.49 -0.05
H -0.21 -0.18 0.06
H -0.23 0.40 -0.08
C -0.49 1.88 -0.28
O 0.77 0.76 0.24
C 1.08 -1.86 0.67
C -1.86 -0.16 -0.53
N 1.39 -0.19 -0.53
C -1.31 0.50 0.21
C -0.98 -1.29 1.17
O 0.78 -0.40 -2.42
C -0.44 0.54 1.41
H -0.55 -0.84 0.24
H -0.15 0.22 -0.06
H 0.38 -0.38 -0.20
H -0.27 -0.17 0.28
H 0.06 0.28 -0.25
H 0.36 0.72 -0.15
H 0.03 -0.24 0.41
H -0.17 -0.11 -0.16
H 0.25 0.16 -0.82
H 0.54 0.56 0.61
H 0.91 0.07 0.08
H -0.59 0.17 0.30
H 0.00 -0.23 0.06
H 0.74 0.59 0.15
H -0.73 -0.47 -0.43
C -0.23 -0.85 -0.35
C -1.71 -1.08 0.89
C 0.93 1.92 0.26
O 0.19 -0.51 1.12
C -0.81 0.08 -0.99
N 0.06 -0.17 -0.43
H -0.06 0.00 -0.30
H -0.10 -0.27 -0.07
H -0.12 0.53 0.67
H 0.18 -0.17 -0.18
H -0.15 0.96 -0.20
H 0.99 -0.76 0.11
H 0.41 -0.37 0.26
H -0.32 0.25 0.00
H 0.70 -0.05 -0.01
H -0.17 0.58 -0.64
H 0.30 -0.07 -0.14

Output
Relative energy (zero: lowest compared OMol25 entry of this formula, charge and spin), kJ/mol: 503.70
Net charge: +1
HOMO level, Eh: -0.3540
Energy, a.u.: -3153.73378